22
Properties=species:S:1:pos:R:3 method="wB97M-V/def2-TZVPD" gap_ha=0.37700 max_force_ev_per_a=4.09 spin_multiplicity=1 e_homo_ha=-0.374 de_lowest_ev=0.449 smiles=FC[Si@](OF)(c1ccccc1)C(F)(F)F lumo_ev=0.1
C 1.86543 -2.50167 -1.52289
C 0.52461 -2.41590 -1.82339
C 2.29154 -1.70540 -0.48557
C -0.34651 -1.57373 -1.14071
C 1.45523 -0.73067 0.07619
C 0.08878 -0.67628 -0.19403
C -0.98849 1.14851 2.40942
C -0.36900 2.57992 -0.08942
O -2.61171 0.52364 -0.01316
F -1.14230 0.03991 3.24352
F -1.02391 3.59316 0.48012
F -0.62566 2.69705 -1.41770
F 0.95625 2.81122 0.06091
F -3.56693 1.43512 0.54051
Si -0.87235 0.69672 0.53851
H 2.61596 -3.22550 -2.07569
H -0.00240 -3.19866 -2.50890
H 3.32648 -1.49986 -0.34621
H -1.29513 -1.47953 -1.80817
H 1.75735 -0.07754 0.88939
H -1.92057 1.82392 2.45500
H -0.11666 1.73556 2.73229



122
Properties=species:S:1:pos:R:3 method="wB97M-V/def2-TZVPD" gap_ha="0.16662 / 0.13850" max_force_ev_per_a=0.50 spin_multiplicity=1 e_homo_ha="-0.042 / -0.014" de_lowest_ev=1.832 total_charge=-2 lumo_ev="3.4 / 3.4"
Rb 0.05997 -0.67150 -0.56862
O 3.76030 -3.95985 -0.66595
C 2.56146 -3.33966 -0.79330
O 2.50362 -2.13161 -0.82837
C 1.42843 -4.26970 -0.88532
C 1.56692 -5.70533 -0.90542
C 0.40171 -6.44225 -1.00327
C -0.84219 -5.82805 -1.05967
C -0.87119 -4.38155 -0.99452
N 0.25467 -3.67078 -0.92679
C -2.07863 -3.55966 -0.99424
O -3.26378 -4.23612 -0.95042
O -2.11170 -2.34702 -1.03138
H 4.38590 -3.22650 -0.57074
H 2.54321 -6.16268 -0.84951
H 0.45540 -7.52404 -1.04470
H -1.73380 -6.42970 -1.18882
H -3.06897 -5.17295 -0.83038
C -0.10434 3.79037 0.65937
C -0.21344 3.03648 1.98699
C -0.52916 3.97097 3.15675
P -1.24806 1.50559 1.77117
C -2.91678 2.09321 1.14622
C -3.68674 3.28366 1.73007
C -3.83309 0.86568 1.05297
C -1.47674 0.92073 3.47876
C -2.45044 1.34495 4.37587
C -2.60409 0.82026 5.65785
C -3.66064 1.33491 6.60650
C -1.71362 -0.19032 6.03298
C -0.71947 -0.64657 5.19123
C -0.54101 -0.11246 3.86900
N 0.40916 -0.50558 3.02473
C 1.35228 -1.44610 3.40094
C 2.57474 -1.03674 3.97056
C 2.77256 0.42838 4.25290
C 3.57021 -1.97139 4.23134
C 3.40463 -3.32485 3.94076
C 4.51955 -4.31537 4.17372
C 2.19164 -3.72018 3.39227
C 1.16816 -2.81257 3.12913
C -0.14028 -3.27189 2.54549
H 0.58044 4.64051 0.75920
H -1.08773 4.19163 0.36406
H 0.28156 3.16266 -0.15081
H 0.76282 2.58308 2.19432
H -1.33545 4.66779 2.91337
H 0.35404 4.57671 3.39130
H -0.80829 3.41929 4.05805
H -2.65618 2.35569 0.11921
H -4.22461 3.01355 2.64207
H -4.44213 3.61508 1.00344
H -3.04545 4.13603 1.95672
H -4.02288 0.44854 2.04661
H -3.39417 0.07591 0.43764
H -4.79757 1.13930 0.60608
H -3.12397 2.14289 4.07869
H -4.41481 1.91594 6.06920
H -3.24721 1.98536 7.38716
H -4.17934 0.51582 7.11537
H -1.80998 -0.63249 7.02410
H -0.04937 -1.43665 5.51519
H 2.66584 1.00816 3.33111
H 3.76146 0.61476 4.68058
H 2.01114 0.80335 4.94407
H 4.51106 -1.63110 4.65990
H 5.03860 -4.11595 5.11625
H 5.26817 -4.27590 3.37478
H 4.13521 -5.33835 4.20964
H 2.03577 -4.76987 3.14948
H -0.06925 -4.30516 2.19559
H -0.42979 -2.64289 1.70730
H -0.95152 -3.20137 3.27679
C -2.77248 -1.15460 -5.03947
C -1.38906 -0.58400 -5.38544
P -0.09362 -0.79847 -4.06951
C 0.73943 -2.35173 -4.64450
C -0.08668 -3.63031 -4.47560
C 1.15051 0.37860 -4.78209
C 0.88295 1.85372 -4.46440
H -3.53115 -0.80361 -5.74814
H -3.07929 -0.84678 -4.03711
H -2.78299 -2.24516 -5.06398
H -1.47256 0.49590 -5.52525
H -1.00816 -1.00855 -6.32148
H 1.65324 -2.42782 -4.04579
H 1.04312 -2.21877 -5.68800
H -0.38211 -3.77018 -3.43496
H 0.48504 -4.51108 -4.78036
H -0.99514 -3.60302 -5.08041
H 1.18197 0.20915 -5.86535
H 2.12402 0.08853 -4.37499
H -0.16012 2.12891 -4.65560
H 1.51936 2.50084 -5.07854
H 1.10959 2.06464 -3.41534
S -2.49311 1.67612 -2.56507
C -3.42025 2.99522 -2.83939
N -3.58248 4.05638 -2.00048
C -4.27730 5.15667 -2.65769
C -5.07523 4.38729 -3.70822
N -4.18374 3.25423 -3.95060
H -2.84971 4.21595 -1.32546
H -3.58127 5.85402 -3.12992
H -4.91555 5.70360 -1.96835
H -5.24240 4.97187 -4.60978
H -6.04092 4.06843 -3.30664
H -4.51243 2.43815 -4.44003
C 4.66089 2.74329 -3.35431
Ge 4.22412 1.99777 -1.55732
C 5.62430 0.59863 -1.32743
C 4.83179 3.43730 -0.33261
C 2.35443 1.66603 -1.36385
H 5.74292 2.90029 -3.45970
H 4.14954 3.70173 -3.49617
H 4.32796 2.06300 -4.14687
H 6.62427 1.02252 -1.48580
H 5.46934 -0.21702 -2.04261
H 5.57439 0.17777 -0.31740
H 5.81725 3.82767 -0.61721
H 4.88983 3.05910 0.69370
H 4.10552 4.25582 -0.34966
H 2.24928 0.57740 -1.22741